[1]
{"formula": "C6H14N3S", "method": "ωB97M-V with the def2-TZVPD basis set", "species": ["C", "C", "C", "C", "C", "C", "N", "N", "N", "S", "H", "H", "H", "H", "H", "H", "H", "H", "H", "H", "H", "H", "H", "H"], "xyz": [[-1.871, 1.103, 1.205], [0.694, -1.581, 0.445], [1.981, 0.312, -0.765], [-0.636, 0.248, 1.272], [0.184, 1.891, 0.077], [-1.466, -1.420, -0.440], [1.488, -1.008, -0.759], [-0.593, -0.928, 0.594], [0.803, 1.166, -1.127], [-1.573, 2.140, -0.243], [-2.761, 0.508, 1.106], [-2.076, 1.604, 2.111], [0.569, -2.630, 0.368], [1.333, -1.240, 1.311], [2.391, 0.689, 0.152], [2.654, 0.445, -1.559], [-0.065, 0.119, 2.281], [0.708, 2.723, 0.375], [-2.290, -0.808, -0.629], [-0.948, -1.636, -1.376], [-1.820, -2.373, -0.063], [2.124, -1.735, -1.000], [1.160, 1.840, -1.905], [0.008, 0.572, -1.432]], "atomic_forces_ev_per_a": [[-0.64, -0.88, -0.72], [2.28, 3.98, 0.92], [-1.44, -0.51, 0.39], [1.83, 0.55, 0.84], [-1.96, -3.81, -0.51], [0.11, -1.11, 0.12], [-1.87, -2.36, 1.06], [1.19, 0.11, -0.64], [0.27, 2.51, -0.19], [0.15, 0.18, 0.54], [-0.51, -0.55, -0.40], [0.37, 1.10, 0.93], [0.18, -0.94, -0.29], [-0.82, -1.00, -0.29], [0.18, 0.29, 0.65], [1.27, -0.16, -0.91], [-0.84, 0.83, -1.99], [1.50, 1.78, 0.57], [-1.27, 1.08, -0.24], [0.16, 0.31, 0.03], [-0.36, -0.29, -0.17], [0.79, -0.12, -0.57], [-1.39, -1.30, 1.38], [0.85, 0.33, -0.52]], "nbo_charge": [-0.593, -0.037, -0.041, 0.176, -0.364, -0.441, -0.665, -0.430, -0.578, 0.234, 0.235, 0.249, 0.227, 0.195, 0.200, 0.218, 0.240, 0.206, 0.228, 0.218, 0.226, 0.401, 0.437, 0.461], "lumo_energy_ha": -0.1155, "total_charge": 1, "homo_energy_ev": -12.07}

***

[2]
{"formula": "C6H14N4", "method": "ωB97M-V with the def2-TZVPD basis set", "species": ["C", "C", "C", "C", "C", "C", "N", "N", "N", "N", "H", "H", "H", "H", "H", "H", "H", "H", "H", "H", "H", "H", "H", "H"], "xyz": [[1.721, 0.801, 1.072], [0.950, 0.498, -1.739], [-1.740, 1.916, -1.036], [0.494, -1.580, 2.626], [-0.147, 0.099, -0.703], [0.478, -0.815, 0.269], [2.285, 1.648, 1.588], [1.186, -1.835, -0.351], [-0.857, 1.200, -0.019], [-0.236, -1.084, 1.491], [1.749, -0.146, -1.669], [1.213, 1.588, -1.350], [0.740, 0.645, -2.841], [-1.222, 2.621, -1.871], [-2.337, 1.070, -1.520], [-2.513, 2.497, -0.470], [-0.234, -1.858, 3.369], [1.101, -2.493, 2.293], [1.275, -0.952, 2.899], [-0.943, -0.495, -1.312], [0.564, -2.637, -0.705], [1.833, -2.259, 0.238], [-0.314, 1.895, 0.523], [-0.888, -0.356, 1.662]], "atomic_forces_ev_per_a": [[-0.95, -3.22, -1.65], [-1.39, 4.71, 0.04], [-0.21, -0.32, -0.12], [-0.02, -2.82, -1.89], [-1.26, 0.51, -1.75], [-1.63, 0.56, 3.42], [0.85, 1.57, 0.96], [-1.00, -1.45, -1.18], [-1.25, 0.73, -1.86], [1.53, -0.19, -3.10], [1.87, -1.06, 0.19], [0.09, -2.24, -0.99], [-0.60, -0.45, 1.34], [-0.96, -1.78, 1.99], [0.86, 1.35, 0.20], [0.88, -0.18, -0.55], [0.24, -0.03, 0.55], [-1.22, 0.70, 0.54], [1.07, 1.86, 1.11], [1.00, 0.72, 1.30], [0.86, 2.00, 0.63], [1.43, -0.83, 1.29], [0.24, -1.00, -0.77], [-0.43, 0.86, 0.27]], "nbo_charge": [0.004, -0.631, -0.429, -0.411, -0.152, 0.584, -0.509, -0.887, -0.670, -0.607, 0.234, 0.226, 0.220, 0.189, 0.192, 0.210, 0.220, 0.178, 0.210, 0.228, 0.406, 0.384, 0.404, 0.408], "lumo_energy_ha": 0.0063, "total_charge": 0, "homo_energy_ev": -9.26}

***

[3]
{"formula": "C6H14N4O3Si", "method": "ωB97M-V with the def2-TZVPD basis set", "species": ["C", "C", "C", "C", "C", "C", "N", "N", "N", "N", "O", "O", "O", "Si", "H", "H", "H", "H", "H", "H", "H", "H", "H", "H", "H", "H", "H", "H"], "xyz": [[-0.151, 3.069, 0.128], [-1.614, -1.275, 1.278], [1.682, -1.385, -1.682], [1.780, -1.663, -0.222], [0.187, -0.891, -1.933], [1.781, -0.414, 0.715], [-1.406, 2.809, -0.489], [-2.606, -1.557, 2.163], [0.451, 4.169, 0.313], [-1.142, -0.047, 1.311], [0.224, 2.013, 0.827], [-1.409, -2.028, 0.358], [0.019, 0.339, -1.295], [0.187, 0.447, 0.273], [2.394, -0.706, -2.187], [1.682, -2.263, -2.245], [0.957, -2.312, -0.014], [2.617, -2.244, 0.129], [0.175, -0.580, -3.037], [-0.558, -1.610, -1.618], [1.859, -0.724, 1.775], [2.778, 0.067, 0.458], [-1.626, 3.194, -1.398], [-1.643, 1.844, -0.491], [-2.472, -1.249, 3.121], [-2.843, -2.516, 1.910], [0.126, 4.982, -0.283], [-1.428, 0.534, 2.135]], "atomic_forces_ev_per_a": [[-1.75, 1.64, -0.08], [-2.06, 0.19, -0.28], [-2.05, 1.44, -0.51], [0.82, -0.24, 1.51], [2.82, 0.54, -3.00], [0.75, -0.20, -0.72], [0.55, 0.84, -0.32], [-0.11, -0.94, 0.43], [0.03, 0.93, -1.58], [1.13, 2.47, 1.23], [0.82, -0.93, 0.08], [0.96, -1.33, -1.23], [-1.27, 1.02, -0.06], [1.59, 0.63, 3.05], [-0.25, -0.01, 0.70], [0.47, -1.82, -0.78], [-0.79, -0.34, 0.36], [0.74, -0.33, -0.54], [-0.56, -1.07, 1.28], [-0.01, -0.13, -0.23], [-0.19, 0.12, -0.51], [-1.47, 0.19, 0.40], [0.35, 0.38, 0.23], [-0.30, -0.57, -0.05], [-0.36, -0.54, -0.20], [-0.45, 0.17, 1.22], [0.05, -1.53, 1.02], [0.55, -0.59, -1.41]], "nbo_charge": [0.692, 0.776, -0.426, -0.424, -0.068, -0.942, -0.847, -0.840, -0.730, -1.048, -0.849, -0.689, -0.913, 2.250, 0.207, 0.212, 0.221, 0.208, 0.178, 0.220, 0.240, 0.250, 0.387, 0.371, 0.387, 0.408, 0.346, 0.421], "lumo_energy_ha": 0.0200, "smiles": "[H]/N=C(\\N)O[Si@]1(NC(N)=O)CCCCO1", "total_charge": 0, "homo_energy_ev": -9.23}

***

[4]
{"formula": "C6H14N5", "method": "ωB97M-V with the def2-TZVPD basis set", "species": ["C", "C", "N", "N", "N", "H", "H", "H", "H", "H", "H", "H", "H", "C", "C", "C", "C", "N", "N", "H", "H", "H", "H", "H", "H"], "xyz": [[-0.958, 0.285, -2.594], [-1.824, -1.437, -0.780], [-2.045, -0.522, -1.940], [-1.389, -0.871, 0.347], [-2.406, -2.641, -0.627], [-2.655, -1.017, -2.624], [-0.813, 0.078, 0.371], [-1.094, -1.393, 1.305], [-2.094, -3.392, -1.231], [-2.830, -2.774, 0.179], [-0.210, 0.650, -1.877], [-1.497, 1.072, -3.076], [-0.437, -0.384, -3.240], [2.043, -0.944, 1.936], [2.599, 1.257, 0.441], [1.920, 0.350, 1.130], [0.449, 2.016, 0.910], [1.670, 2.399, 0.237], [0.610, 0.851, 1.499], [3.535, 1.349, -0.080], [1.594, 3.217, -0.170], [2.962, -0.882, 2.610], [2.098, -1.815, 1.154], [-0.185, 2.709, 1.208], [1.169, -1.085, 2.604]], "atomic_forces_ev_per_a": [[-0.99, -1.80, 1.77], [2.31, 1.25, -3.52], [-1.06, -1.13, 1.34], [3.06, 3.48, 5.76], [1.24, -0.20, -5.60], [0.87, 0.68, 0.71], [-1.98, -3.05, -0.37], [-1.12, 1.21, -3.78], [-0.36, -0.02, 0.73], [-2.60, -1.39, 4.45], [-0.56, 0.08, 0.02], [0.24, 0.65, -0.54], [0.66, -0.14, -1.07], [2.12, -1.14, -1.34], [-1.22, 3.44, -1.94], [-3.62, -0.73, 3.25], [7.13, -3.31, -0.89], [-2.28, -7.55, 4.60], [0.67, 1.26, -1.50], [0.18, -0.42, 0.29], [1.06, 4.81, -3.00], [-1.01, -0.51, -1.09], [0.14, 1.24, 1.85], [-3.41, 2.97, 0.70], [0.54, 0.30, -0.78]], "nbo_charge": [-0.409, 0.326, -0.677, -0.896, -0.855, 0.368, 0.420, 0.400, 0.384, 0.355, 0.194, 0.201, 0.174, -0.633, -0.086, 0.080, 0.185, -0.554, -0.483, 0.230, 0.397, 0.222, 0.227, 0.189, 0.243], "spin_multiplicity": 2, "lumo_energy_ha": [0.0323, 0.0298], "total_charge": 0, "homo_energy_ev": [-3.80, -8.24]}

***

[5]
{"formula": "C6H14N5", "method": "ωB97M-V with the def2-TZVPD basis set", "species": ["C", "C", "C", "C", "C", "C", "N", "N", "N", "N", "N", "H", "H", "H", "H", "H", "H", "H", "H", "H", "H", "H", "H", "H", "H"], "xyz": [[-2.702, -0.850, -0.161], [1.593, 2.209, 0.132], [0.813, 1.701, -2.102], [1.998, -0.049, -0.622], [-4.675, -0.639, 1.352], [0.987, 1.093, -0.676], [-1.238, 1.205, 1.956], [-0.760, 1.130, 0.958], [-3.707, -0.498, 0.346], [-0.314, 0.758, -0.091], [-1.692, -1.041, -0.829], [1.764, 1.982, 1.181], [2.496, 2.413, -0.476], [0.877, 3.065, -0.046], [1.659, 2.008, -2.614], [0.330, 0.887, -2.641], [0.199, 2.499, -1.926], [2.995, 0.338, -0.158], [1.582, -0.897, -0.095], [2.324, -0.392, -1.534], [-4.439, -1.097, 2.385], [-5.135, 0.319, 1.622], [-5.560, -1.201, 1.015], [-0.770, -0.104, -0.680], [-1.715, -1.696, -1.651]], "atomic_forces_ev_per_a": [[-2.76, 0.21, 0.48], [-0.71, 1.59, -1.33], [-1.45, -3.81, 1.69], [0.90, 0.75, 2.35], [-2.14, -0.29, 2.78], [2.70, 1.84, -0.03], [-0.53, 0.92, 0.88], [-0.29, -0.54, 2.07], [0.86, -0.36, 0.03], [2.24, 0.06, -3.82], [1.60, -2.20, -2.89], [0.23, 0.13, -0.01], [-0.16, 0.37, 1.15], [1.00, -0.34, 0.87], [1.98, 0.30, -0.52], [-0.26, 0.42, -0.70], [-1.88, 2.11, -0.31], [-1.95, -0.93, -0.30], [0.29, -0.27, 0.46], [0.26, -0.75, -2.46], [0.61, 0.44, -1.90], [0.49, 0.13, -0.36], [0.59, -0.08, -0.40], [-1.41, -0.40, 0.96], [-0.21, 0.72, 1.30]], "nbo_charge": [0.702, -0.621, -0.589, -0.630, -0.467, 0.121, 0.114, 0.284, -0.357, -0.381, -0.829, 0.226, 0.244, 0.208, 0.239, 0.205, 0.211, 0.239, 0.225, 0.229, 0.238, 0.241, 0.253, 0.444, 0.451], "lumo_energy_ha": -0.1462, "total_charge": 1, "homo_energy_ev": -14.30}

***

[6]
{"formula": "C6H14N5", "method": "ωB97M-V with the def2-TZVPD basis set", "species": ["C", "C", "C", "C", "N", "N", "H", "H", "H", "H", "H", "H", "C", "C", "N", "N", "N", "H", "H", "H", "H", "H", "H", "H", "H"], "xyz": [[-0.428, -0.294, -2.355], [-2.039, 1.550, 0.196], [-1.133, 0.678, -1.531], [-1.515, 2.031, -1.870], [-1.396, 0.473, -0.204], [-2.147, 2.506, -0.813], [-2.554, 1.550, 1.145], [-2.426, 3.480, -0.743], [-1.285, 2.521, -2.802], [-0.757, -1.297, -2.058], [0.660, -0.420, -2.372], [-0.703, -0.120, -3.401], [-0.198, -1.735, 2.229], [1.736, -0.750, 0.961], [1.096, -1.750, 1.537], [2.808, -1.028, 0.212], [1.436, 0.533, 1.209], [1.635, -2.600, 1.655], [3.224, -1.947, 0.245], [3.220, -0.349, -0.411], [0.513, 0.799, 1.513], [1.796, 1.257, 0.601], [-0.026, -1.496, 3.274], [-0.721, -2.650, 1.994], [-0.796, -0.942, 1.789]], "atomic_forces_ev_per_a": [[-0.72, -0.92, -1.11], [-0.40, -0.84, -0.07], [1.54, 0.09, 1.53], [-0.14, -0.86, -0.40], [-0.49, 0.41, -1.01], [0.60, 0.61, -0.09], [0.03, 0.72, 0.10], [-0.37, -0.12, 0.30], [-0.33, 0.42, 0.02], [-0.20, 0.09, -0.08], [0.07, 0.81, 0.52], [0.06, -0.19, 0.04], [0.51, 1.25, -0.29], [0.60, -0.09, 0.39], [-0.02, -0.59, 0.13], [0.06, 0.07, -0.16], [-0.78, 0.72, -0.81], [-0.20, -0.03, -0.33], [-0.07, 0.06, -0.23], [0.17, -0.03, 0.40], [0.00, -0.52, 0.39], [0.47, -0.27, 0.09], [-0.37, -0.50, 0.23], [0.06, -0.33, 0.45], [-0.08, 0.04, -0.01]], "nbo_charge": [-0.722, 0.326, 0.326, 0.151, -0.472, -0.489, 0.263, 0.480, 0.278, 0.289, 0.296, 0.276, -0.421, 0.674, -0.543, -0.763, -0.752, 0.425, 0.433, 0.428, 0.413, 0.411, 0.234, 0.252, 0.207], "spin_multiplicity": 2, "lumo_energy_ha": [-0.2585, -0.4028], "total_charge": 2, "homo_energy_ev": [-17.36, -17.36]}

***

The records above yield relative energy (zero: lowest compared OMol25 entry of this formula, charge and spin) values of 85.4, 84.4, 0.0, 60.7, 140.7, 0.0 kcal per mole, respectively.
The records above yield largest force on an atom values of 4.7, 4.9, 4.2, 9.1, 4.4, 2.2 eV/Å, respectively.